The following is a DFT calculation (ωB97M-V/def2-TZVPD) of one molecule with the formula C4H11NOS at a distorted geometry.

The energy relative to the best compared isomer or geometry (same formula, charge and spin) is 64.0 kcal per mole. The highest occupied orbital energy comes out at -8.612 eV. For the largest force on an atom, the calculation gives 5.1 eV Å⁻¹. As for the total energy: -18697.1435 eV.

The geometry in ORCA input format:
```
! wB97M-V def2-TZVPD RIJCOSX def2/J DEFGRID3
* xyz 0 1
C -1.80140 0.36723 0.53860
O -2.43798 -0.94616 0.71994
C -0.65349 0.16189 -0.36370
C 0.44112 -0.46932 0.48679
C 1.62544 -0.71909 -0.51126
S 3.10266 -1.40587 0.02215
N -0.27245 1.50125 -1.07869
H -1.60857 0.89357 1.47694
H -2.50906 1.31920 0.06195
H -3.20544 -0.97889 1.36234
H -0.91443 -0.40547 -1.23130
H 0.19456 -1.52701 0.96874
H 0.81639 0.26163 1.21882
H 1.35619 -1.24301 -1.40641
H 2.06782 0.21220 -0.97987
H 3.48543 -0.49973 1.04349
H 0.08456 2.18357 -0.39718
H 0.22865 1.29402 -1.93136
*
```